Below is a molecular structure, C37H35BMnN14O, with properties calculated with wB97M-V/def2-TZVPD.

The geometry in XYZ format:
```
89
Properties=species:S:1:pos:R:3:mulliken_charge:R:1
Mn -0.11 0.13 0.25 0.95
C -1.55 -3.61 2.91 -1.49
C -0.42 -3.45 2.09 -0.04
N 0.21 -2.32 2.35 -0.60
N -0.49 -1.72 3.34 0.32
C -1.56 -2.48 3.69 -0.20
B -0.18 -0.30 3.75 0.91
N -1.24 0.64 2.98 -0.10
C -1.82 1.85 3.55 0.00
C -2.11 2.91 2.81 -1.01
C -1.98 3.14 1.32 -0.18
N -1.43 0.39 1.79 0.22
N 1.17 0.18 3.24 -0.49
C 2.33 0.22 3.93 -0.14
C 3.31 0.73 3.11 -1.94
C 2.64 0.98 1.91 -0.34
N 1.36 0.66 1.99 1.43
N -0.23 -0.19 5.28 0.66
C -0.12 -1.19 6.19 -0.25
C 0.03 -0.62 7.43 -0.96
C 0.03 0.76 7.17 -0.28
N -0.11 1.01 5.88 -1.20
H -2.25 -4.43 2.94 0.47
H -0.04 -4.10 1.32 0.40
H -2.24 -2.16 4.45 0.63
H -1.90 1.85 4.63 0.52
H -2.50 3.75 3.38 0.37
H -2.46 4.09 1.09 0.68
H 2.36 -0.11 4.95 0.43
H 4.34 0.90 3.35 0.46
H 3.02 1.38 0.98 0.30
H -0.14 -2.22 5.88 0.48
H 0.14 -1.13 8.37 0.43
H 0.12 1.58 7.87 0.47
C 3.68 4.17 -4.41 -1.59
C 3.17 3.09 -3.49 0.54
C 3.41 1.74 -3.75 -0.98
C 2.89 0.75 -2.94 -0.55
C 2.11 1.03 -1.80 0.33
N 1.57 0.02 -1.03 0.58
C 2.40 -1.06 -0.76 0.29
C 3.77 -0.92 -0.47 0.23
C 4.55 -1.98 -0.07 -1.17
C 4.02 -3.26 0.10 0.52
C 4.85 -4.40 0.63 -1.62
C 2.68 -3.43 -0.21 -0.72
C 1.90 -2.37 -0.66 0.04
N 0.58 -2.69 -1.10 0.26
C 0.26 -3.75 -1.87 -0.19
C -1.09 -3.71 -2.09 -1.37
C -1.52 -2.56 -1.41 -0.45
N -0.51 -1.96 -0.81 0.42
C 1.88 2.39 -1.55 -0.33
C 2.38 3.38 -2.39 -0.56
N 1.16 2.85 -0.40 0.71
C 1.47 3.93 0.34 -0.42
C 0.39 4.21 1.14 -1.31
C -0.56 3.23 0.81 0.64
N -0.08 2.41 -0.12 -0.54
H 4.66 3.91 -4.81 0.39
H 3.77 5.12 -3.88 0.37
H 3.01 4.32 -5.25 0.29
H 4.01 1.45 -4.61 0.39
H 3.08 -0.29 -3.17 0.49
H 4.22 0.06 -0.57 0.51
H 5.60 -1.81 0.15 0.38
H 5.89 -4.28 0.35 0.40
H 4.50 -5.36 0.24 0.38
H 4.80 -4.45 1.72 0.28
H 2.22 -4.40 -0.10 0.38
H 1.03 -4.41 -2.22 0.51
H -1.68 -4.39 -2.68 0.46
H -2.51 -2.15 -1.35 0.33
H 2.14 4.42 -2.17 0.51
H 2.43 4.41 0.24 0.60
H 0.30 5.00 1.87 0.46
H -2.49 2.36 0.76 -0.74
O -2.08 0.51 -1.10 -0.54
N -3.30 0.41 -0.70 0.57
C -4.24 1.20 -1.27 -0.17
C -5.55 1.14 -0.87 -0.73
C -5.93 0.27 0.14 -0.31
C -4.96 -0.53 0.72 -1.46
C -3.65 -0.45 0.29 0.24
H -3.85 1.84 -2.04 0.43
H -6.27 1.79 -1.36 0.43
H -6.96 0.21 0.47 0.42
H -5.19 -1.23 1.51 0.46
H -2.84 -1.04 0.69 0.57
```

E_HOMO (spin up / spin down) = -6.5 / -6.6 eV
energy = -93842.684 eV
HOMO-LUMO gap (spin up / spin down) = 6.67 / 6.53 eV
LUMO energy (spin up / spin down) = 0.21 / -0.02 eV
spin multiplicity = 6


Below is a molecular structure, C37H35Br2N5O6Y, with properties calculated with wB97M-V/def2-TZVPD.

The geometry in XYZ format:
```
86
Properties=species:S:1:pos:R:3:mulliken_charge:R:1
Y -0.17 -0.45 0.58 1.00
C -3.54 5.16 -0.98 -1.76
C -3.25 3.74 -0.60 0.73
C -3.39 2.70 -1.49 -0.27
C -3.18 1.37 -1.09 0.43
C -3.31 0.18 -1.87 -0.61
N -2.93 -0.07 -3.09 0.02
C -2.07 0.72 -3.99 -0.41
C -0.68 0.12 -4.15 -0.07
C -0.57 -1.38 -4.44 -1.22
N -0.56 -2.14 -3.18 0.43
C -0.10 -3.35 -3.00 -0.26
C -0.04 -4.01 -1.74 0.34
C 0.48 -5.31 -1.67 -0.80
C 0.60 -5.97 -0.47 0.26
C 1.15 -7.37 -0.38 -1.71
C 0.20 -5.29 0.69 -0.54
C -0.28 -4.00 0.69 0.43
C -0.69 -3.39 1.97 -0.31
N -0.72 -2.14 2.23 -0.02
C -1.35 -1.69 3.47 -0.87
C -0.56 -0.68 4.31 -0.83
C -0.14 0.65 3.65 -0.39
N -0.89 0.94 2.44 0.62
C -1.72 1.90 2.34 -0.86
C -2.46 2.15 1.10 0.68
C -2.76 3.43 0.69 -0.59
C -2.72 1.06 0.22 0.23
O -2.44 -0.16 0.50 -0.88
C -0.45 -3.33 -0.56 0.42
O -0.96 -2.14 -0.63 -0.59
H -3.85 5.23 -2.02 0.38
H -2.65 5.79 -0.85 0.34
H -4.33 5.58 -0.37 0.40
H -3.73 2.91 -2.50 0.40
H -3.72 -0.68 -1.35 0.52
H -3.16 -0.99 -3.43 0.41
H -1.95 1.72 -3.57 0.07
H -2.59 0.79 -4.94 0.45
H -0.09 0.35 -3.27 -0.26
H -0.21 0.65 -4.98 0.59
H 0.36 -1.59 -4.96 0.63
H -1.39 -1.75 -5.07 0.32
H -0.85 -1.69 -2.30 -0.18
H 0.28 -3.86 -3.88 0.52
H 0.80 -5.80 -2.58 0.38
H 1.39 -7.76 -1.36 0.37
H 0.43 -8.05 0.09 0.37
H 2.06 -7.39 0.22 0.35
H 0.28 -5.81 1.64 0.54
H -1.00 -4.10 2.74 0.34
H -1.60 -2.55 4.10 0.61
H -2.30 -1.23 3.16 0.29
H 0.34 -1.15 4.71 0.33
H -1.21 -0.46 5.16 0.40
H 0.91 0.59 3.35 -0.40
H -0.22 1.47 4.37 0.67
H -1.87 2.59 3.18 0.42
H -2.56 4.26 1.37 0.43
Br 3.45 0.67 4.49 -0.12
C 4.14 0.41 2.74 0.11
C 5.47 0.73 2.52 -0.54
C 5.98 0.53 1.25 -0.44
C 5.14 0.00 0.28 -0.86
C 3.83 -0.30 0.61 0.81
N 3.32 -0.08 1.83 0.01
C 2.92 -0.89 -0.46 -0.18
O 3.34 -0.99 -1.59 -0.73
O 1.75 -1.25 -0.05 -0.39
H 6.08 1.13 3.32 0.44
H 7.01 0.77 1.03 0.45
H 5.47 -0.19 -0.73 0.52
Br 2.35 5.74 3.26 -0.19
C 1.69 4.69 1.83 -0.24
C 1.96 3.33 1.81 -0.33
C 1.45 2.57 0.77 1.37
C 0.68 3.14 -0.23 -0.28
C 0.45 4.51 -0.21 -0.80
C 0.95 5.29 0.82 -0.55
C 0.04 2.30 -1.31 -0.03
O -0.35 2.81 -2.35 -0.73
O -0.07 1.04 -1.02 0.05
H 2.56 2.88 2.58 0.39
H 1.70 1.51 0.74 -0.19
H -0.12 4.96 -1.02 0.66
H 0.77 6.36 0.85 0.46
```

E_HOMO = -10.5 eV
net charge = +1
energy = -199802.433 eV
HOMO-LUMO gap = 7.27 eV
LUMO energy = -3.24 eV


Below is a molecular structure, C37H35ClN2S2Si2Ti, with properties calculated with wB97M-V/def2-TZVPD.

The geometry in XYZ format:
```
80
Properties=species:S:1:pos:R:3:mulliken_charge:R:1
C -2.52 -0.34 3.49 -0.36
C -2.83 0.34 2.28 -0.81
C -2.70 -0.59 1.22 -0.62
H -3.25 1.34 2.18 0.84
C -2.21 -1.84 1.77 -0.78
C -2.12 -1.66 3.19 -0.69
H -1.94 -2.45 3.91 0.67
H -2.71 0.04 4.49 0.50
H -3.04 -0.40 0.21 0.88
H -2.07 -2.78 1.25 0.70
Ti -0.63 -0.27 1.93 0.63
Si -0.59 -0.90 -1.14 -0.33
C -0.72 0.54 -2.41 1.13
C 0.23 0.71 -3.43 -0.59
H 1.07 0.02 -3.52 0.60
C 0.12 1.76 -4.35 -0.85
H 0.92 1.93 -5.06 0.47
C -1.03 2.54 -4.36 -0.73
H -1.14 3.34 -5.10 0.40
C -2.04 2.31 -3.43 -0.61
H -2.96 2.89 -3.46 0.43
C -1.88 1.32 -2.45 -0.19
H -2.69 1.13 -1.73 0.19
C -0.67 -2.13 -2.70 0.97
C -1.87 -2.14 -3.43 -0.61
H -2.78 -1.71 -3.00 0.33
C -1.91 -2.59 -4.75 -0.65
H -2.83 -2.48 -5.33 0.41
C -0.77 -3.14 -5.34 -0.66
H -0.78 -3.45 -6.39 0.38
C 0.36 -3.32 -4.55 -0.74
H 1.24 -3.82 -4.97 0.41
C 0.41 -2.84 -3.23 -0.22
H 1.31 -3.01 -2.64 0.12
H -1.89 -1.50 -0.78 -0.27
Si 2.99 0.98 -1.30 -0.17
C 2.35 -0.77 -0.98 0.73
C 1.08 -1.30 -0.31 3.91
H 0.98 -0.79 0.70 -1.58
C 0.96 -2.75 -0.11 -2.45
H -0.02 -3.18 0.16 0.36
C 2.07 -3.56 -0.22 -0.08
H 2.00 -4.62 0.08 0.43
C 3.27 -3.05 -0.72 -1.32
H 4.13 -3.72 -0.81 0.35
C 3.38 -1.71 -1.13 -0.41
H 4.32 -1.40 -1.59 0.39
C 1.95 2.54 -1.41 0.59
C 0.66 2.67 -0.88 0.44
H 0.16 1.79 -0.49 0.34
C -0.02 3.88 -0.84 -0.50
H -1.04 3.93 -0.43 0.53
C 0.59 5.03 -1.33 -0.81
H 0.09 6.00 -1.25 0.41
C 1.86 4.94 -1.92 -0.82
H 2.35 5.83 -2.31 0.39
C 2.52 3.70 -2.00 -0.55
H 3.50 3.63 -2.49 0.38
H 4.26 1.20 -0.78 -0.15
Cl 1.45 1.06 1.60 -0.41
C -1.45 3.48 2.63 -1.00
C -0.96 2.64 3.75 0.05
N -0.57 1.40 3.65 0.96
C 0.07 0.95 4.80 -0.06
C 0.08 1.89 5.82 -0.65
S -0.65 3.37 5.33 -0.16
C 0.55 -0.39 4.83 -0.11
C 1.08 -1.04 5.93 -0.81
S 1.42 -2.70 5.60 -0.16
C 0.84 -2.45 3.96 0.27
N 0.44 -1.21 3.68 0.73
C 0.80 -3.61 3.05 -0.78
H -2.41 3.11 2.26 0.19
H -1.58 4.49 3.03 0.58
H -0.70 3.48 1.82 0.06
H 0.51 1.71 6.80 0.41
H 1.24 -0.56 6.89 0.43
H 1.36 -4.41 3.55 0.55
H -0.24 -3.95 2.88 0.22
H 1.28 -3.38 2.09 -0.06
```

E_HOMO (spin up / spin down) = -8.6 / -8.6 eV
net charge = +1
energy = -114972.098 eV
HOMO-LUMO gap (spin up / spin down) = 4.90 / 4.90 eV
LUMO energy (spin up / spin down) = -3.69 / -3.69 eV
spin multiplicity = 2


Listing energy above the lowest of the compared OMol25 structures with the same formula, charge and spin for the structures above in their given order: 0.000, 1.518, 3.172 eV.
Listing max |F| for the structures above in their given order: 0.0172, 0.0066, 0.1100 hartree/bohr.